1.
Here is a single C5H11N molecule in a non-equilibrium geometry from the Open Molecules 2025 dataset. Energies are from ωB97M-V with the def2-TZVPD basis set.

Results
Kohn-Sham gap = 0.293 Ha
Charge = 0
Calculated total energy = -6851.154 eV
Relative energy (zero: lowest compared OMol25 entry of this formula, charge and spin) = 229.1 kJ/mol
SMILES = C/C=C(\C)NC
LUMO = 0.975 eV

Each line ends with the Mulliken charge.
Element x y z (Å)
C: 0.3859 -2.3033 1.1242  -0.87
N: 0.2689 -1.3902 0.0351  -0.24
C: 0.3210 -0.0120 -0.1598  0.89
C: -0.3698 0.3968 -1.2289  -0.68
C: -1.2381 1.6978 -1.2275  -0.98
C: 1.0112 1.1088 0.7156  -1.03
H: 0.0826 -1.7976 2.0588  0.28
H: 1.4527 -2.5919 1.2696  0.27
H: -0.1877 -3.2088 1.0521  0.33
H: -0.0681 -1.7300 -0.8087  0.14
H: -0.8295 -0.2740 -1.9964  0.18
H: -0.7469 2.7101 -0.9741  0.26
H: -2.0516 1.4955 -0.4602  0.23
H: -1.5984 1.7795 -2.2926  0.32
H: 0.2609 1.8411 1.0511  0.30
H: 1.4451 0.7174 1.6763  0.32
H: 1.8618 1.5607 0.1655  0.27

Forces on the atoms, in the same order (eV/Å):
1.961 1.316 1.526
1.116 0.275 0.263
-0.278 0.921 0.749
-1.580 1.893 -0.860
1.036 0.485 -0.399
-0.085 -1.831 0.912
0.028 -0.283 -0.221
-0.538 -0.143 0.129
-0.467 -0.159 -0.555
-0.808 -1.338 -1.219
0.598 -0.062 1.079
-0.535 -1.668 -0.308
0.589 0.553 -1.226
-0.218 0.216 1.346
0.358 -0.082 -0.505
-0.370 0.038 -0.909
-0.808 -0.129 0.199



2.
Here is a single C5H11N molecule in a non-equilibrium geometry from the Open Molecules 2025 dataset. Energies are from ωB97M-V with the def2-TZVPD basis set.

Results
Kohn-Sham gap = 0.381 Ha
Charge = 0
Calculated total energy = -6851.890 eV
Relative energy (zero: lowest compared OMol25 entry of this formula, charge and spin) = 158.1 kJ/mol
SMILES = C=C(C)CNC
LUMO = 1.014 eV

Each line ends with the Mulliken charge.
Element x y z (Å)
C: -2.5440 0.1355 -0.0986  -0.74
C: -0.2719 0.2168 0.4968  -0.70
C: 1.1420 0.1971 0.0457  0.99
C: 1.7920 -1.1265 -0.0783  -1.43
C: 1.7785 1.3110 -0.2828  -1.03
H: -2.6607 1.2322 -0.2967  0.28
H: -2.6321 -0.0922 1.0241  0.27
H: -3.3752 -0.4307 -0.6765  0.29
H: -1.1636 -1.2287 -0.6290  0.26
H: -0.4857 -0.3746 1.4889  0.34
H: -0.5222 1.2766 0.7942  0.37
H: 1.6635 -1.8507 0.7158  0.35
H: 1.3263 -1.6633 -0.8655  0.34
H: 2.8976 -1.1044 -0.2257  0.35
H: 2.8747 1.3600 -0.5447  0.24
H: 1.3586 2.3116 -0.2360  0.28
N: -1.1778 -0.1696 -0.6317  -0.46

Forces on the atoms, in the same order (eV/Å):
-0.829 0.031 -0.634
-1.023 0.812 0.929
0.692 0.130 0.556
1.469 -0.673 0.253
1.692 0.801 -0.015
-0.336 -0.902 0.514
-0.052 0.330 -1.502
1.478 0.927 0.940
0.264 1.464 -0.360
0.568 0.605 -1.784
0.113 -0.943 -0.495
-0.320 0.339 0.930
-0.217 -0.433 -1.365
-0.874 0.277 -0.248
-1.310 -0.522 0.100
-0.412 -0.250 0.098
-0.904 -1.992 2.083



3.
Here is a molecular structure, C5H11N in a non-equilibrium geometry from the Open Molecules 2025 dataset. Energies are from ωB97M-V with the def2-TZVPD basis set.

Results
Kohn-Sham gap (alpha / beta) = 0.291 / 0.276 Ha
Charge = 0
Calculated total energy = -6847.919 eV
Relative energy (zero: lowest compared OMol25 entry of this formula, charge and spin) = 541.3 kJ/mol
LUMO (alpha / beta) = -0.237 / -0.430 eV

Each line ends with the Mulliken charge.
Element x y z (Å)
C: -1.3940 1.4809 0.2464  -1.30
C: -0.7871 0.2451 -0.4167  0.59
N: -1.6477 -0.5542 -1.0259  -0.71
H: -1.3282 -1.5221 -1.0649  0.24
H: 0.0366 0.9293 -1.3261  0.17
H: -0.6539 2.2550 0.4641  0.36
H: -1.8902 1.1850 1.1767  0.34
H: -2.1415 1.9028 -0.4264  0.36
C: 1.1372 -1.4995 -0.4900  -1.62
C: 0.5592 -0.2388 0.1454  0.68
C: 0.9436 0.0873 1.4381  -0.87
H: 1.0487 0.6877 -0.6814  0.01
H: 0.6292 -2.3841 -0.0942  0.37
H: 2.2023 -1.5847 -0.2613  0.45
H: 1.0323 -1.4903 -1.5778  0.34
H: 1.9298 -0.1803 1.7999  0.30
H: 0.3236 0.6810 2.0938  0.28

Forces on the atoms, in the same order (eV/Å):
0.220 0.173 -0.324
-0.919 -0.952 0.402
0.423 0.510 0.460
0.252 0.164 -0.117
0.677 0.113 -0.140
0.017 -0.095 0.007
0.104 -0.021 -0.119
0.010 -0.117 0.098
0.086 0.248 -0.182
-0.085 -0.427 0.704
-0.141 -0.114 -0.336
-0.452 0.283 -0.374
0.034 0.125 -0.049
-0.131 -0.011 0.061
-0.049 0.029 0.049
-0.063 -0.044 -0.048
0.019 0.135 -0.092



4.
Here is a single C5H11N molecule in a non-equilibrium geometry from the Open Molecules 2025 dataset. Energies are from ωB97M-V with the def2-TZVPD basis set.

Results
Kohn-Sham gap = 0.403 Ha
Charge = 0
Calculated total energy = -6852.087 eV
Relative energy (zero: lowest compared OMol25 entry of this formula, charge and spin) = 139.1 kJ/mol
SMILES = C=NCCCC
LUMO = 1.161 eV

Each line ends with the Mulliken charge.
Element x y z (Å)
C: 0.8727 -1.5651 0.5615  -1.08
C: 1.4345 -0.2557 -0.0237  -0.39
C: 0.6558 0.2635 -1.2493  -0.63
C: -0.7680 0.4426 -0.7321  -0.81
C: -1.7294 1.4176 1.1244  -0.29
N: -0.7509 1.4668 0.2811  -0.36
H: 1.4895 -1.9608 1.3584  0.35
H: -0.1855 -1.3872 0.8770  0.24
H: 0.8098 -2.2784 -0.2318  0.31
H: 1.1964 0.4887 0.7341  0.34
H: 2.5316 -0.3934 -0.2047  0.32
H: 0.9916 1.2403 -1.5860  0.31
H: 0.5707 -0.4945 -2.0129  0.34
H: -1.1545 -0.5178 -0.4148  0.37
H: -1.5516 0.6998 -1.4619  0.48
H: -2.5412 0.7470 0.9413  0.27
H: -1.8714 2.0868 2.0393  0.24

Forces on the atoms, in the same order (eV/Å):
-0.897 0.913 -0.482
0.388 -0.241 0.125
-0.982 -0.643 0.958
-0.704 0.323 -1.132
1.368 1.300 -0.333
-1.862 0.248 2.693
-0.059 0.026 0.221
1.060 -0.401 0.311
0.040 -0.879 -0.481
0.976 0.294 0.167
-0.902 0.501 0.154
0.377 -0.192 -0.282
0.533 -0.050 -0.682
-0.033 -0.185 0.596
0.670 0.414 -0.445
-0.642 -0.815 0.148
0.670 -0.612 -1.534



5.
Here is a single C5H11N molecule in a non-equilibrium geometry from the Open Molecules 2025 dataset. Energies are from ωB97M-V with the def2-TZVPD basis set.

Results
Kohn-Sham gap = 0.395 Ha
Charge = 0
Calculated total energy = -6852.003 eV
Relative energy (zero: lowest compared OMol25 entry of this formula, charge and spin) = 147.2 kJ/mol
SMILES = C=NCCCC
LUMO = 1.229 eV

Each line ends with the Mulliken charge.
Element x y z (Å)
C: 0.4657 2.1462 0.8730  -1.17
C: -0.3363 1.6047 -0.3290  -0.62
C: -0.9454 0.2596 -0.0206  -0.76
C: -0.0763 -0.8739 -0.6245  -0.51
C: 0.6510 -3.0559 -0.0267  -0.35
N: 0.2619 -1.9154 0.3512  -0.43
H: -0.1629 2.5446 1.6738  0.32
H: 1.0102 1.3665 1.4143  0.32
H: 1.1582 2.8940 0.4846  0.32
H: -1.1196 2.3522 -0.5347  0.31
H: 0.2492 1.7226 -1.2409  0.44
H: -1.0261 -0.0114 1.0396  0.40
H: -1.9635 -0.0320 -0.2936  0.42
H: 0.8876 -0.5958 -1.0611  0.37
H: -0.6502 -1.2969 -1.4656  0.39
H: 0.8310 -3.7270 0.8119  0.27
H: 0.7655 -3.3822 -1.0519  0.28

Forces on the atoms, in the same order (eV/Å):
0.130 -0.328 -0.119
-1.263 1.753 0.898
0.677 -2.252 -0.116
-0.038 -0.936 -0.354
-0.426 0.590 1.197
-0.339 0.106 -0.190
-0.186 0.333 -0.400
0.312 -0.110 -0.510
0.050 0.134 0.506
-0.075 -0.181 0.249
0.227 -0.937 -0.016
0.620 0.755 0.170
-0.111 1.058 -0.738
-0.153 0.711 0.166
0.252 -0.173 0.096
0.308 -0.416 -0.448
0.014 -0.108 -0.390



6.
Here is a single C5H11N molecule from the Open Molecules 2025 dataset. Energies are from ωB97M-V with the def2-TZVPD basis set.

Results
Kohn-Sham gap = 0.376 Ha
Charge = 0
Calculated total energy = -6852.288 eV
Relative energy (zero: lowest compared OMol25 entry of this formula, charge and spin) = 119.7 kJ/mol
SMILES = CC[C@H]1CN1C
LUMO = 1.206 eV

Each line ends with the Mulliken charge.
Element x y z (Å)
C: -1.1230 -1.4450 1.7503  -1.12
C: -0.2426 -1.1566 0.5372  -0.40
C: -0.1052 0.3191 0.2258  0.03
C: 1.1848 1.0121 0.4460  -0.54
N: 0.7613 0.6362 -0.8938  -0.32
C: 0.2920 1.7102 -1.7528  -0.84
H: -0.6394 -1.1419 2.6858  0.29
H: -2.0730 -0.9035 1.6757  0.31
H: -1.3523 -2.5132 1.8229  0.34
H: 0.7574 -1.5851 0.6903  0.29
H: -0.6445 -1.6462 -0.3573  0.23
H: -1.0162 0.9162 0.3272  0.33
H: 1.9593 0.3856 0.8793  0.23
H: 1.2101 2.0709 0.7070  0.29
H: -0.5051 1.3213 -2.3960  0.29
H: 1.1061 2.0599 -2.3958  0.28
H: -0.1094 2.5776 -1.1990  0.32

Forces on the atoms, in the same order (eV/Å):
-0.061 0.003 0.038
0.000 -0.025 -0.046
-0.212 -0.169 0.053
0.089 0.048 0.247
-0.015 -0.014 -0.069
-0.040 0.123 -0.108
-0.063 0.002 -0.150
0.090 -0.102 0.028
0.047 0.160 0.018
-0.167 0.112 -0.089
-0.062 0.013 0.124
0.146 -0.093 -0.064
0.196 0.294 -0.129
-0.069 -0.207 -0.045
0.137 0.066 0.074
-0.082 -0.050 0.132
0.065 -0.160 -0.014



7.
Here is a molecular structure, C5H11N in a non-equilibrium geometry from the Open Molecules 2025 dataset. Energies are from ωB97M-V with the def2-TZVPD basis set.

Results
Kohn-Sham gap = 0.154 Ha
Charge = 0
Calculated total energy = -6843.488 eV
Relative energy (zero: lowest compared OMol25 entry of this formula, charge and spin) = 968.8 kJ/mol
LUMO = -2.749 eV

Each line ends with the Mulliken charge.
Element x y z (Å)
C: 1.3073 0.7213 -1.7868  -0.94
C: 0.8482 1.7322 -0.7508  -0.49
C: -0.0730 1.2682 0.3593  -0.31
C: -0.3274 -0.2293 0.2931  -0.33
N: -1.1165 -0.7107 1.4295  -0.42
C: -1.3099 -2.3145 1.3103  -0.69
H: 2.2752 0.4867 -1.9258  0.30
H: 0.7363 -0.5195 0.1880  0.18
H: 0.9000 0.9515 -2.7442  0.23
H: 0.8953 2.8057 -0.8101  0.41
H: 1.7035 1.1709 -0.4992  0.38
H: 0.2398 1.3408 1.4964  0.21
H: -1.1212 1.8008 0.3340  0.30
H: -0.8563 -0.5102 -0.6571  0.31
H: -0.3728 -2.8567 1.3183  0.26
H: -1.7850 -2.4680 0.3321  0.29
H: -1.9435 -2.6693 2.1130  0.29

Forces on the atoms, in the same order (eV/Å):
-4.854 1.777 -2.264
-0.005 -2.469 1.636
-3.363 1.091 2.508
-3.656 -0.355 0.119
2.898 -2.527 -1.217
-0.701 3.437 -0.846
3.390 -1.426 0.322
0.995 -1.172 -0.407
-0.430 -0.280 -1.291
0.035 0.262 -0.956
2.761 1.752 3.624
-0.013 0.647 -2.273
1.866 -0.720 -0.006
0.718 -0.192 0.734
0.476 0.274 0.056
-0.017 -0.309 0.164
-0.101 0.212 0.097



8.
Here is a molecular structure, C5H11N from the Open Molecules 2025 dataset. Energies are from ωB97M-V with the def2-TZVPD basis set.

Results
Kohn-Sham gap = 0.301 Ha
Charge = 0
Calculated total energy = -6847.953 eV
Relative energy (zero: lowest compared OMol25 entry of this formula, charge and spin) = 537.9 kJ/mol
LUMO = 0.887 eV

Each line ends with the Mulliken charge.
Element x y z (Å)
C: 1.7150 0.3572 -0.6599  -0.67
N: 1.1476 -0.2619 0.4493  -0.11
C: 0.5571 0.1708 1.7231  -0.38
C: -0.1194 -0.5377 0.6255  0.38
C: -0.8844 1.1682 -0.9545  -1.24
C: -1.0491 -1.6073 0.2100  -1.14
H: 1.8019 -0.3576 -1.4833  0.25
H: 0.4358 0.9729 -0.8903  0.21
H: 2.6283 0.9208 -0.4822  0.29
H: 0.3344 1.2300 1.8889  0.24
H: 0.9478 -0.3521 2.6010  0.25
H: -1.7373 1.0356 -0.2789  0.31
H: -1.1345 0.6740 -1.9017  0.33
H: -0.8033 2.2441 -1.1466  0.37
H: -2.0031 -1.5311 0.7363  0.29
H: -1.2366 -1.5430 -0.8665  0.26
H: -0.6001 -2.5828 0.4300  0.39

Forces on the atoms, in the same order (eV/Å):
0.389 -0.133 0.040
-0.331 -0.069 -0.146
0.025 0.153 0.228
0.280 -0.262 -0.027
-0.167 0.137 -0.108
-0.067 -0.022 -0.021
-0.006 0.238 0.031
-0.284 0.109 0.042
-0.031 -0.131 0.152
-0.008 -0.153 -0.202
0.001 0.146 -0.174
0.248 0.019 -0.033
0.028 0.068 0.139
-0.076 -0.075 -0.041
0.135 0.010 -0.058
0.001 -0.072 0.164
-0.137 0.037 0.014